one) {
  "formula": "C3H3ClN2O",
  "method": "ωB97M-V/def2-TZVPD",
  "smiles": "Nc1cnc(Cl)o1",
  "orbital_gap_ha": 0.338,
  "symbols": ["C", "C", "C", "H", "H", "H", "N", "N", "O", "Cl"],
  "xyz": [[-1.466, -0.068, 0.021], [-1.156, 1.253, 0.022], [0.655, 0.178, -0.007], [-3.495, -0.323, 0.092], [-2.620, -1.677, 0.417], [-1.804, 2.109, 0.023], [-2.631, -0.826, -0.125], [0.239, 1.380, -0.001], [-0.293, -0.773, 0.039], [2.283, -0.352, -0.010]]
}



two) {
  "formula": "C3H3ClN2O",
  "method": "ωB97M-V/def2-TZVPD",
  "smiles": "NC(=O)N=C=CCl",
  "orbital_gap_ha": 0.353,
  "symbols": ["C", "C", "C", "N", "N", "O", "Cl", "H", "H", "H"],
  "xyz": [[0.319, 1.517, 0.260], [-1.413, 0.123, 0.057], [1.287, 1.378, 1.095], [-0.647, 1.192, -0.452], [-1.457, -0.838, -0.929], [-1.973, -0.025, 1.108], [2.825, 0.605, 0.658], [1.366, 2.078, 1.783], [-1.266, -1.823, -0.699], [-1.225, -0.684, -1.848]]
}



Most stable of them? one).



one) {
  "formula": "C8H12N2O3S",
  "method": "ωB97M-V/def2-TZVPD",
  "smiles": "CN1C=CS[C@@]12[C@@H]([N+](=O)[O-])C[C@@]2(C)O",
  "orbital_gap_ha": 0.276,
  "symbols": ["C", "C", "C", "C", "C", "C", "C", "C", "N", "N", "O", "O", "O", "S", "H", "H", "H", "H", "H", "H", "H", "H", "H", "H", "H", "H"],
  "xyz": [[2.425, 0.963, -0.400], [1.943, 2.218, -0.464], [-1.941, -0.616, -0.070], [-1.055, -0.071, -1.181], [-0.911, -0.164, 1.014], [0.135, 0.465, -0.080], [-1.479, 0.986, 1.750], [1.608, -1.447, -0.220], [1.414, 0.028, -0.229], [-0.608, -0.904, -2.227], [-0.039, -0.267, -3.069], [-0.903, -2.083, -2.247], [-0.352, -1.153, 1.789], [0.259, 2.243, -0.093], [3.365, 0.397, -0.499], [2.654, 3.018, -0.517], [-2.915, -0.274, 0.046], [-2.088, -1.602, -0.080], [-1.583, 0.845, -1.431], [-0.659, 1.535, 2.309], [-2.154, 0.724, 2.666], [-2.169, 1.666, 1.261], [1.501, -1.725, -1.340], [2.616, -1.735, 0.297], [0.871, -2.056, 0.359], [0.064, -0.992, 2.656]]
}



two) {
  "formula": "C8H12N2O3S",
  "method": "ωB97M-V/def2-TZVPD",
  "orbital_gap_ha": [0.266, 0.265],
  "symbols": ["C", "C", "C", "C", "C", "C", "C", "C", "N", "N", "O", "O", "O", "S", "H", "H", "H", "H", "H", "H", "H", "H", "H", "H", "H", "H"],
  "xyz": [[3.127, 0.866, -3.737], [2.398, 1.559, -2.740], [2.810, -0.521, -3.873], [1.414, 0.972, -2.021], [1.903, -1.172, -3.127], [1.138, -0.394, -2.185], [-2.998, -0.857, 2.703], [-1.182, -0.364, 4.197], [0.131, -1.052, -1.518], [-1.989, 0.043, 3.053], [-2.094, 1.271, 0.858], [-0.178, 1.507, 2.372], [-0.393, -0.473, -0.545], [-0.909, 0.465, 1.781], [3.758, 1.179, -4.526], [2.452, 2.653, -2.534], [3.222, -1.021, -4.708], [0.703, 1.636, -1.593], [1.617, -2.152, -3.301], [-3.750, -0.674, 3.469], [-3.364, -0.641, 1.711], [-2.690, -1.869, 2.596], [-1.350, 0.200, 5.099], [-1.215, -1.530, 4.314], [-0.193, -0.152, 3.939], [-2.366, 0.520, 0.317]]
}



Most stable of them? two).



one) {
  "formula": "CH4NO3",
  "method": "ωB97M-V/def2-TZVPD",
  "charge": -1,
  "orbital_gap_ha": 0.232,
  "symbols": ["N", "C", "O", "O", "H", "H", "H", "H", "O"],
  "xyz": [[0.155, -0.302, -0.250], [-1.230, -0.650, -0.140], [-1.874, -0.370, -1.403], [-1.886, -1.184, 0.777], [0.514, -0.419, 0.831], [0.236, 0.779, -0.578], [-1.333, -1.192, -1.468], [3.295, 1.890, 0.972], [2.124, 1.446, 1.260]]
}



two) {
  "formula": "CH4NO3",
  "method": "ωB97M-V/def2-TZVPD",
  "charge": -1,
  "orbital_gap_ha": 0.334,
  "symbols": ["N", "C", "O", "O", "H", "H", "H", "H", "O"],
  "xyz": [[1.830, -0.070, 0.550], [0.637, 0.341, -0.222], [-0.089, 1.193, 0.350], [0.366, -0.308, -1.252], [1.962, -1.058, 0.390], [1.474, -0.019, 1.500], [-1.861, -0.225, -1.125], [-1.813, 0.276, 0.197], [-2.506, -0.130, -0.389]]
}



three) {
  "formula": "CH4NO3",
  "method": "ωB97M-V/def2-TZVPD",
  "charge": -1,
  "orbital_gap_ha": 0.314,
  "symbols": ["N", "C", "O", "O", "H", "H", "H", "H", "O"],
  "xyz": [[-0.060, -0.335, 1.044], [1.150, -0.480, 0.269], [1.072, -0.027, -0.898], [2.114, -0.972, 0.886], [-0.020, -0.780, 1.945], [-0.600, 0.510, 1.021], [-1.347, 0.034, -1.016], [-0.729, 1.234, -1.704], [-1.580, 0.816, -1.547]]
}



Most stable of them? two).



one) {
  "formula": "C23H30N2O3S",
  "method": "ωB97M-V/def2-TZVPD",
  "smiles": "Cc1ccc(N(Cc2ccc(C(=O)NC3CCCCC3)cc2)S(C)(=O)=O)cc1C",
  "orbital_gap_ha": 0.352,
  "symbols": ["C", "C", "C", "C", "C", "C", "C", "C", "H", "H", "H", "H", "N", "S", "O", "O", "C", "H", "H", "H", "C", "C", "C", "C", "C", "C", "C", "H", "H", "C", "O", "N", "H", "C", "C", "C", "C", "C", "C", "H", "H", "H", "H", "H", "H", "H", "H", "H", "H", "H", "H", "H", "H", "H", "H", "H", "H", "H", "H"],
  "xyz": [[-8.357, -1.003, 0.629], [-6.929, -0.580, 0.468], [-6.499, 0.641, 0.969], [-5.187, 1.053, 0.835], [-4.282, 0.237, 0.175], [-4.700, -0.984, -0.333], [-6.014, -1.407, -0.192], [-6.442, -2.730, -0.748], [-6.833, -3.371, 0.042], [-5.608, -3.238, -1.224], [-7.233, -2.597, -1.485], [-3.984, -1.609, -0.848], [-2.926, 0.622, -0.002], [-2.683, 2.110, -0.739], [-3.924, 2.570, -1.285], [-1.960, 2.986, 0.141], [-1.616, 1.667, -2.132], [-1.540, 2.541, -2.767], [-2.101, 0.857, -2.657], [-0.643, 1.374, -1.763], [-2.023, 0.344, 1.108], [-0.638, 0.108, 0.579], [0.372, 1.038, 0.786], [1.636, 0.831, 0.262], [1.906, -0.310, -0.488], [0.887, -1.231, -0.714], [-0.369, -1.028, -0.177], [-1.155, -1.748, -0.349], [1.104, -2.101, -1.314], [3.241, -0.571, -1.108], [3.357, -1.122, -2.187], [4.293, -0.154, -0.371], [4.132, 0.233, 0.544], [5.668, -0.322, -0.790], [6.405, -1.317, 0.112], [6.638, -0.754, 1.512], [7.397, 0.567, 1.437], [6.633, 1.577, 0.586], [6.397, 1.026, -0.819], [7.359, 0.884, -1.314], [5.817, 1.737, -1.409], [7.198, 2.508, 0.519], [5.679, 1.809, 1.064], [7.550, 0.967, 2.442], [8.380, 0.393, 0.994], [7.205, -1.475, 2.103], [5.681, -0.599, 2.017], [7.369, -1.548, -0.347], [5.830, -2.243, 0.169], [5.608, -0.728, -1.806], [2.399, 1.581, 0.410], [0.156, 1.938, 1.340], [-2.019, 1.184, 1.813], [-2.394, -0.550, 1.618], [-4.860, 2.007, 1.219], [-7.206, 1.282, 1.475], [-8.924, -0.247, 1.165], [-8.421, -1.941, 1.180], [-8.822, -1.160, -0.344]]
}



two) {
  "formula": "C23H30N2O3S",
  "method": "ωB97M-V/def2-TZVPD",
  "smiles": "COCCNC(=O)c1cccc(OC2CCN(Cc3cccc(SC)c3)CC2)c1",
  "orbital_gap_ha": 0.318,
  "symbols": ["C", "O", "C", "C", "N", "C", "O", "C", "C", "C", "C", "C", "C", "H", "H", "H", "O", "C", "C", "C", "N", "C", "C", "H", "H", "H", "H", "C", "C", "C", "C", "C", "C", "C", "H", "H", "H", "S", "C", "H", "H", "H", "H", "H", "H", "H", "H", "H", "H", "H", "H", "H", "H", "H", "H", "H", "H", "H", "H"],
  "xyz": [[-4.689, 1.115, -2.295], [-3.967, 0.584, -1.203], [-4.630, 0.668, 0.033], [-4.740, 2.107, 0.574], [-3.470, 2.780, 0.480], [-3.234, 3.736, -0.455], [-4.124, 4.272, -1.087], [-1.792, 4.084, -0.615], [-0.857, 3.063, -0.760], [0.484, 3.373, -0.956], [0.872, 4.716, -0.983], [-0.063, 5.721, -0.845], [-1.402, 5.413, -0.672], [-2.147, 6.188, -0.577], [0.254, 6.752, -0.880], [1.917, 4.940, -1.130], [1.486, 2.475, -1.137], [1.210, 1.081, -1.150], [1.072, 0.514, 0.266], [0.931, -1.013, 0.201], [2.014, -1.671, -0.501], [2.174, -1.123, -1.831], [2.381, 0.397, -1.854], [3.306, 0.665, -1.342], [2.450, 0.752, -2.883], [3.015, -1.622, -2.318], [1.264, -1.366, -2.392], [3.244, -1.754, 0.271], [3.066, -2.675, 1.450], [2.419, -3.889, 1.261], [2.244, -4.759, 2.324], [2.726, -4.417, 3.586], [3.371, -3.212, 3.771], [3.540, -2.337, 2.709], [4.043, -1.393, 2.861], [3.743, -2.949, 4.750], [2.586, -5.103, 4.407], [1.427, -6.321, 2.194], [0.958, -6.423, 0.443], [0.449, -7.375, 0.333], [1.847, -6.405, -0.181], [0.282, -5.611, 0.191], [2.054, -4.115, 0.273], [4.013, -2.174, -0.387], [3.608, -0.777, 0.624], [0.875, -1.426, 1.211], [0.002, -1.262, -0.324], [1.960, 0.790, 0.839], [0.206, 0.943, 0.772], [0.291, 0.884, -1.723], [-1.200, 2.040, -0.763], [-2.681, 2.330, 0.916], [-5.448, 2.694, -0.015], [-5.081, 2.074, 1.614], [-4.024, 0.064, 0.716], [-5.637, 0.229, -0.031], [-5.687, 0.667, -2.357], [-4.785, 2.203, -2.236], [-4.121, 0.855, -3.186]]
}



Most stable of them? one).